Entry from the Open Molecules 2025 dataset: a molecular structure, C16H32MgNOPSi in a non-equilibrium geometry (ωB97M-V/def2-TZVPD).

- E_LUMO: 0.123 eV
- Gap between HOMO and LUMO: 5.52 eV

```
! RIJCOSX wB97M-V def2-TZVPD def2/J DEFGRID3
* xyz 0 1
C 3.57178 3.46572 0.20869
C 2.27857 3.72121 0.70472
C 1.28994 2.79711 0.75196
C 1.64693 1.52577 0.30439
C 2.91267 1.17248 -0.24610
C 3.82822 2.16142 -0.24419
C -0.08841 3.04529 1.26037
C -1.27911 2.93522 0.28711
N -1.18169 1.83243 -0.72250
Mg -0.05507 0.36127 0.02146
C 3.05944 -0.19315 -0.83983
P 1.56726 -0.61924 -1.83551
H 2.04468 4.75122 1.05705
H 4.82475 1.92583 -0.67011
H 4.32157 4.21766 0.18802
H 3.17428 -0.97349 -0.07218
H 3.95305 -0.22889 -1.50471
H -0.30628 2.42323 2.13279
H -0.11558 4.10220 1.63456
H -2.18982 2.75284 0.86826
C 1.59325 -2.35836 -2.19818
C 1.80130 0.26073 -3.36584
H -1.41420 3.86829 -0.27082
C -0.54826 2.34981 -1.95758
C -2.56356 1.39635 -1.06804
H 1.00166 -1.34584 0.70523
H -1.15362 3.16101 -2.38556
H 0.44510 2.73699 -1.71879
H -0.45669 1.55035 -2.70058
H -3.08387 2.17103 -1.62263
H -2.53637 0.47428 -1.69819
H -3.11346 1.16917 -0.15181
H 2.69433 -0.13537 -3.84823
H 0.94680 0.11797 -4.02149
H 1.93124 1.33283 -3.20436
H 2.43613 -2.55965 -2.85623
H 1.68122 -2.93778 -1.27482
H 0.66376 -2.63302 -2.69555
H -1.32481 -1.30941 -0.22944
C -3.50595 -2.93705 1.16913
Si -1.82504 -2.72795 1.89449
C -1.92691 -2.25440 3.67148
C -0.85494 -4.31096 1.71334
O -1.14013 -1.48064 0.84981
H -4.03889 -3.71364 1.69556
H -3.45308 -3.21344 0.10944
H -4.07987 -2.00820 1.25651
H -2.44305 -3.02643 4.22979
H -0.93267 -2.12365 4.10510
H -2.48036 -1.31880 3.78656
H -0.76942 -4.60705 0.66064
H 0.15490 -4.20668 2.12617
H -1.35822 -5.11148 2.24823
*
```